Computed, not measured: C24H28N6ORu as an isolated structure, with ωB97M-V/def2-TZVPD.

```
60
Properties=species:S:1:pos:R:3:forces:R:3:nbo_charge:R:1
Ru -0.905539 0.204576 0.280540 -0.153 -0.308 -0.233 1.777
C -1.335858 1.171519 3.315652 0.050 -0.043 0.027 -0.226
C -0.434974 -0.029590 3.593792 -0.064 -0.060 -0.057 -0.467
C -1.007989 -1.319182 3.057849 -0.039 0.037 -0.088 0.236
C -1.139122 -2.422270 3.883449 -0.021 -0.013 -0.011 -0.218
C -1.734406 -3.581141 3.408752 -0.009 0.023 -0.043 -0.068
C -2.205272 -3.609818 2.102603 0.005 0.005 0.041 -0.229
C -2.037840 -2.490914 1.320391 -0.001 0.004 0.019 0.069
N -1.441984 -1.366769 1.772858 0.070 0.110 0.155 -0.579
N -1.172696 1.764329 1.958403 0.018 0.170 0.060 -0.449
C 0.071581 2.583618 1.857618 -0.064 0.004 0.008 -0.291
C 1.304948 1.801478 1.476275 0.013 0.028 0.038 0.224
C 2.566254 2.221104 1.849692 0.015 -0.014 0.010 -0.220
C 3.675124 1.507564 1.413811 -0.005 0.006 0.001 -0.060
C 3.497057 0.379788 0.620350 0.001 0.002 0.006 -0.218
C 2.215541 0.007476 0.287091 -0.022 -0.023 -0.008 0.067
N 1.140487 0.708751 0.702267 0.082 0.123 0.014 -0.578
C -2.354950 2.608444 1.652777 0.006 -0.009 -0.063 -0.272
C -2.410616 2.941448 0.186267 0.070 -0.079 0.046 0.209
C -2.947411 4.123069 -0.282762 -0.011 0.009 -0.018 -0.217
C -2.993817 4.345480 -1.652717 0.014 -0.039 -0.014 -0.071
C -2.484724 3.380182 -2.511986 -0.017 0.025 0.036 -0.221
C -1.960752 2.224398 -1.973352 0.005 -0.025 -0.028 0.065
N -1.928967 1.999406 -0.648153 -0.005 0.081 0.141 -0.554
H -2.376376 0.861592 3.409620 -0.002 0.012 0.025 0.232
H -1.164251 1.957299 4.055771 0.031 -0.003 0.001 0.233
H 0.580909 0.125904 3.225333 0.013 0.012 -0.001 0.236
H -0.337662 -0.128943 4.673914 -0.012 -0.016 0.000 0.274
H -0.787603 -2.364173 4.904497 0.002 0.000 0.000 0.259
H -1.843110 -4.442901 4.054192 0.000 -0.002 -0.002 0.266
H -2.696878 -4.482489 1.697320 0.002 0.000 0.000 0.265
H -2.387013 -2.469386 0.298384 0.001 -0.009 -0.014 0.215
H -0.086968 3.344392 1.088922 -0.005 -0.002 -0.003 0.254
H 0.241702 3.112609 2.798372 -0.001 0.003 -0.003 0.250
H 2.681775 3.096382 2.475303 -0.001 0.000 -0.001 0.264
H 4.670565 1.825303 1.696184 -0.001 0.001 0.001 0.270
H 4.337481 -0.202163 0.269907 -0.002 -0.003 -0.002 0.274
H 2.020715 -0.867397 -0.320627 0.005 0.005 -0.006 0.227
H -3.249313 2.043650 1.923450 0.000 0.009 0.015 0.250
H -2.346756 3.517462 2.260044 -0.003 0.001 -0.008 0.243
H -3.323869 4.861164 0.413051 0.003 -0.003 0.005 0.262
H -3.412507 5.264204 -2.042204 0.004 -0.001 -0.004 0.267
H -2.487138 3.522286 -3.583250 -0.002 -0.001 0.000 0.267
H -1.544720 1.451729 -2.604413 0.004 -0.010 -0.003 0.218
N -1.338235 -0.922088 -1.468532 -0.007 0.014 -0.038 -0.702
C -1.584860 -1.521553 -2.448788 0.030 -0.015 0.006 0.711
N -1.850768 -2.173055 -3.507895 0.020 -0.031 -0.001 -0.408
C -3.141582 -2.004291 -4.245157 -0.013 -0.007 0.002 -0.231
C -3.702459 -3.388238 -4.537658 0.000 0.005 -0.004 -0.088
O -2.747938 -4.164815 -5.219516 0.019 -0.007 0.001 -0.481
C -1.617845 -4.427627 -4.422349 -0.018 0.007 -0.003 -0.088
C -0.877374 -3.134379 -4.117157 -0.011 0.012 -0.013 -0.230
H -2.912261 -1.479888 -5.173105 -0.003 0.002 0.000 0.238
H -3.820296 -1.408598 -3.637046 0.004 0.002 -0.001 0.227
H -4.571661 -3.292907 -5.185829 0.000 0.000 0.003 0.244
H -4.010087 -3.881164 -3.606789 -0.003 0.004 0.002 0.180
H -0.964698 -5.090127 -4.987013 0.003 0.001 -0.003 0.244
H -1.909177 -4.930833 -3.491811 0.000 -0.001 0.003 0.180
H -0.510719 -2.675111 -5.035327 0.003 0.000 -0.001 0.240
H -0.052217 -3.288012 -3.424528 0.000 0.003 0.007 0.227
```
Forces are in eV/Å.

Calculated values
Spin multiplicity: 6
HOMO level (spin up / spin down) in Ha: -0.6360 / -0.6357
Charge: +3
Energy above the lowest of the compared OMol25 structures with the same formula, charge and spin in kcal/mol: 0.0
Orbital gap (spin up / spin down) in eV: 8.90 / 5.74
Expectation value of S²: 8.7590
Strongest force on any atom in eV Å⁻¹: 0.4